{"formula": "C51H74BrN2PPtSSi", "method": "ωB97M-V with the def2-TZVPD basis set", "symbols": ["Pt", "Br", "S", "P", "Si", "N", "N", "C", "C", "C", "C", "C", "C", "C", "C", "C", "C", "C", "C", "C", "C", "C", "C", "C", "C", "C", "C", "C", "C", "C", "C", "C", "C", "C", "C", "C", "C", "C", "C", "C", "C", "C", "C", "C", "C", "C", "C", "C", "C", "C", "C", "C", "C", "C", "C", "C", "C", "C", "H", "H", "H", "H", "H", "H", "H", "H", "H", "H", "H", "H", "H", "H", "H", "H", "H", "H", "H", "H", "H", "H", "H", "H", "H", "H", "H", "H", "H", "H", "H", "H", "H", "H", "H", "H", "H", "H", "H", "H", "H", "H", "H", "H", "H", "H", "H", "H", "H", "H", "H", "H", "H", "H", "H", "H", "H", "H", "H", "H", "H", "H", "H", "H", "H", "H", "H", "H", "H", "H", "H", "H", "H", "H"], "positions_angstrom": [[-0.28009, 1.15677, 1.51688], [-0.18486, 1.00423, -1.42671], [-4.34059, -1.79812, 0.81041], [-0.21122, 1.38387, 3.67544], [-0.78735, 0.92757, -3.62285], [1.75414, 0.70905, 1.76257], [-1.84092, -1.15990, 0.74578], [-3.19153, -3.07311, 0.57883], [0.25626, -5.60940, -0.01722], [-3.02207, -0.64520, 0.87013], [5.03408, -0.27179, -2.82543], [1.65527, 2.10956, -4.46207], [2.55234, -1.95137, 1.21813], [0.14816, 2.40616, -4.41283], [-2.56397, 3.05927, 1.24434], [-0.11442, -7.07659, -0.23193], [2.96977, -0.82437, 0.31858], [2.57894, 0.48166, 0.63386], [-4.89597, 2.59631, 0.87432], [1.54275, 1.43369, 4.02745], [-4.59825, 1.24682, 0.84378], [-1.33840, 2.79400, 5.89987], [4.09022, 2.16522, 6.77206], [-1.01236, -1.93131, -3.63753], [2.34969, 1.06353, 2.92854], [3.79440, 1.28433, -1.27790], [3.75066, 1.07746, 3.13442], [1.03584, -5.12487, -1.24738], [-3.35594, 0.04061, -2.67591], [-3.08859, 2.47341, -2.93036], [3.75206, -1.05151, -0.80453], [-3.34029, 1.03241, -4.94760], [-1.05577, 2.84357, 4.39775], [-0.02026, 3.70100, -3.59861], [-0.80149, -3.35942, 0.36572], [-1.90138, -2.53292, 0.57048], [-0.32947, 2.68802, -5.84570], [-3.38698, -4.43569, 0.40486], [-2.27850, -5.24253, 0.21753], [3.47744, 1.77199, 5.45557], [-0.84879, -0.09541, 4.55261], [-0.27302, 4.10585, 4.03197], [-0.97484, -4.72493, 0.18918], [-2.70185, 1.12147, -3.55235], [-2.22176, 1.70056, 1.24899], [-0.17416, -0.88948, -5.73567], [4.27681, 1.42379, 4.35768], [2.59582, 2.95770, 0.16047], [-0.14911, -0.79187, -4.20198], [4.17727, -0.00536, -1.61737], [1.15275, -5.51359, 1.22498], [-3.86446, 3.50494, 1.05607], [1.28859, -1.07028, -3.73128], [2.99667, 1.54719, -0.16732], [-3.28631, 0.79902, 1.00956], [-0.13226, -1.34832, 4.05368], [-2.36310, -0.23765, 4.40211], [2.10919, 1.76072, 5.26033], [-0.24448, 1.82097, -6.50183], [-4.07385, 4.56819, 1.05785], [-3.05160, 1.85901, -5.59605], [0.28813, 3.48491, -6.27257], [3.02971, -1.86593, 2.19779], [-1.36295, 3.03363, -5.87322], [-0.86741, 4.99225, 4.26112], [-4.17653, 2.50009, -2.81272], [-0.42240, 2.87380, 6.48540], [-0.59084, 0.07308, 5.60482], [-0.48938, -2.87655, -3.80888], [2.80895, 3.62271, -0.67685], [-3.39067, -0.93161, -3.15892], [-0.49003, -2.22015, 4.60540], [5.35576, 1.42247, 4.47625], [0.60703, -5.81940, 2.11972], [1.38658, -1.01276, -2.64717], [0.18190, -2.90776, 0.33395], [-0.75021, -7.20851, -1.10941], [-2.85493, -0.07009, -1.71549], [2.02212, -6.16580, 1.11369], [0.10271, -1.90601, -6.03350], [3.13283, 3.32608, 1.03876], [4.54208, -0.96235, -3.51393], [1.33337, -4.07895, -1.15493], [2.05066, 1.77852, -3.50032], [4.87479, 1.46858, 7.07284], [-5.91437, 2.93613, 0.73962], [1.47689, -1.91586, 1.40155], [1.53056, 3.02146, 0.39651], [2.81849, -2.91701, 0.78766], [-3.09528, 0.09882, -5.45833], [-1.97612, -2.00349, -4.14036], [-2.01092, 2.85880, 3.86262], [1.89763, 1.35910, -5.21583], [1.46383, 2.01073, 6.09572], [-4.38040, -4.86445, 0.41409], [-4.42957, 1.06602, -4.84264], [-2.70758, -1.13565, 4.91903], [-2.81523, 3.31621, -3.56331], [-1.96853, 3.64387, 6.16975], [2.18210, 3.02754, -4.74191], [4.11896, 2.11452, -1.89762], [2.02394, -0.39887, -4.16752], [1.55426, -2.08864, -4.03602], [1.94164, -5.72202, -1.37548], [4.03949, -2.06982, -1.04999], [0.64648, 4.46019, -4.02003], [0.24874, 3.56835, -2.54995], [-1.18522, -1.84186, -2.56322], [-4.39017, 0.33962, -2.47703], [-2.62719, -0.33500, 3.34952], [-0.34310, -1.50437, 2.99341], [-2.64792, 2.62047, -1.94124], [1.51244, -4.49713, 1.38256], [0.79434, -7.65989, -0.38931], [-1.03023, 4.10102, -3.64328], [-1.86057, 1.88912, 6.20587], [0.54380, -0.21066, -6.19895], [5.98706, -0.72218, -2.54107], [5.24724, 0.64943, -3.36779], [-1.15870, -0.68259, -6.15963], [0.43070, -5.22304, -2.15055], [-0.01283, 4.12619, 2.97285], [0.65729, 4.15714, 4.59893], [-1.78504, 3.79944, 1.38260], [-0.63011, -7.49462, 0.63450], [-2.91073, 0.61378, 4.80772], [-5.39596, 0.53355, 0.66708], [0.94898, -1.27470, 4.17822], [4.54091, 3.15980, 6.72526], [3.33995, 2.18134, 7.56334], [4.40763, 0.80737, 2.31712], [-2.43774, -6.30339, 0.08930]], "forces_ev_per_angstrom": [[-0.193, -0.351, -0.440], [0.250, -0.030, 0.260], [-0.086, -0.108, 0.008], [0.170, -0.098, 0.252], [-0.231, -0.026, -0.050], [-0.083, 0.260, -0.107], [-0.090, 0.130, -0.066], [-0.018, -0.016, 0.022], [-0.030, 0.000, 0.012], [0.277, 0.083, 0.000], [-0.010, -0.012, -0.021], [0.006, -0.006, -0.079], [-0.041, 0.066, 0.021], [0.010, 0.075, 0.081], [-0.071, -0.032, -0.036], [0.007, -0.008, -0.007], [-0.022, -0.002, -0.003], [0.037, 0.003, 0.018], [-0.037, -0.032, -0.028], [0.037, 0.026, 0.021], [0.003, 0.079, -0.043], [0.028, -0.031, 0.001], [0.008, 0.009, 0.024], [-0.036, 0.030, -0.014], [-0.019, 0.056, -0.010], [-0.019, -0.017, -0.018], [0.002, -0.065, 0.026], [0.012, 0.009, -0.002], [0.007, -0.005, 0.043], [0.018, 0.019, -0.037], [-0.013, -0.003, -0.032], [0.022, -0.029, -0.025], [-0.015, 0.082, -0.098], [0.035, -0.001, 0.019], [0.015, -0.007, -0.050], [0.026, 0.058, -0.029], [-0.045, 0.012, -0.003], [-0.031, 0.005, 0.013], [0.015, -0.017, 0.014], [0.009, -0.018, -0.041], [-0.169, 0.021, -0.014], [-0.026, -0.003, -0.034], [0.014, 0.043, -0.008], [-0.014, -0.024, -0.042], [-0.176, -0.061, 0.162], [0.040, 0.036, -0.030], [0.001, 0.003, 0.034], [-0.012, 0.010, 0.034], [0.034, -0.008, 0.010], [0.004, 0.016, -0.006], [-0.003, -0.012, 0.015], [0.025, 0.080, 0.009], [0.029, -0.003, 0.040], [0.008, -0.013, -0.035], [0.190, -0.038, 0.003], [0.028, 0.004, -0.037], [0.021, 0.011, -0.002], [-0.026, -0.052, 0.013], [-0.011, -0.008, 0.003], [0.002, 0.004, -0.003], [0.011, -0.008, -0.013], [0.010, -0.004, -0.007], [0.026, -0.008, 0.001], [0.000, 0.020, 0.017], [0.004, 0.003, -0.002], [-0.001, 0.004, 0.016], [0.007, -0.004, -0.005], [0.010, -0.025, 0.010], [-0.009, -0.034, -0.007], [0.019, 0.012, 0.006], [0.022, -0.032, -0.022], [0.016, 0.002, 0.016], [0.004, 0.006, 0.004], [-0.001, -0.015, -0.002], [0.001, -0.023, 0.020], [-0.074, -0.041, -0.015], [-0.001, 0.001, -0.005], [0.010, 0.006, 0.064], [0.009, 0.000, -0.004], [0.001, -0.005, 0.004], [0.000, -0.014, 0.012], [-0.009, -0.003, 0.001], [0.004, 0.000, 0.008], [0.006, 0.014, 0.041], [-0.004, -0.007, -0.001], [-0.008, -0.009, 0.001], [0.083, 0.019, 0.042], [0.011, -0.011, -0.014], [0.035, 0.033, -0.012], [-0.012, -0.018, 0.019], [-0.035, 0.031, 0.005], [-0.006, 0.003, 0.024], [0.001, -0.007, 0.027], [-0.006, 0.016, 0.000], [-0.005, -0.002, -0.004], [-0.001, 0.010, 0.005], [0.012, 0.001, 0.018], [0.003, -0.005, -0.026], [0.010, 0.010, -0.007], [0.005, -0.002, -0.010], [0.004, 0.009, -0.007], [-0.012, 0.001, 0.017], [0.009, 0.003, -0.004], [0.000, -0.006, -0.007], [0.017, -0.003, 0.002], [-0.003, 0.007, -0.005], [0.014, 0.003, -0.009], [0.020, -0.004, 0.029], [0.001, -0.004, 0.018], [-0.003, -0.014, 0.028], [-0.012, -0.004, 0.008], [-0.003, -0.010, -0.001], [-0.050, -0.033, 0.017], [0.005, -0.001, 0.002], [0.001, -0.020, 0.018], [-0.004, -0.002, 0.005], [-0.003, -0.008, 0.000], [0.003, 0.002, -0.001], [-0.002, 0.001, -0.001], [-0.009, 0.002, 0.003], [-0.013, 0.009, -0.015], [-0.014, -0.004, -0.042], [0.002, 0.013, 0.004], [0.047, 0.008, 0.062], [0.002, 0.000, 0.005], [-0.014, 0.012, -0.026], [0.007, 0.021, -0.012], [-0.002, 0.003, 0.002], [0.002, -0.001, 0.001], [-0.001, 0.003, 0.003], [0.007, 0.007, 0.005], [-0.009, -0.001, -0.014]], "lowdin_charge": [0.796, 0.671, 1.105, 0.926, 0.525, -0.135, 0.083, -0.464, -0.552, -0.572, -0.051, -0.101, -0.037, -0.620, -0.150, -0.071, -0.202, -0.293, -0.090, -0.293, -0.075, -0.096, -0.064, -0.095, -0.332, -0.026, -0.010, -0.041, -0.105, -0.097, -0.017, -0.083, -0.512, -0.108, 0.037, -0.294, -0.084, -0.075, -0.027, -0.293, -0.509, -0.110, -0.160, -0.614, -0.325, -0.087, -0.043, -0.045, -0.614, -0.281, -0.036, -0.091, -0.116, -0.248, -0.280, -0.104, -0.090, -0.054, 0.068, 0.101, 0.063, 0.090, 0.091, 0.065, 0.083, 0.088, 0.066, 0.112, 0.081, 0.076, 0.065, 0.084, 0.113, 0.093, 0.043, 0.094, 0.086, 0.036, 0.088, 0.090, 0.085, 0.071, 0.070, 0.057, 0.074, 0.101, 0.048, 0.040, 0.065, 0.068, 0.072, 0.092, 0.070, 0.097, 0.108, 0.090, 0.086, 0.062, 0.085, 0.089, 0.114, 0.053, 0.089, 0.086, 0.119, 0.086, 0.047, 0.067, 0.090, 0.050, 0.047, 0.062, 0.053, 0.085, 0.059, 0.059, 0.066, 0.079, 0.073, 0.068, 0.087, 0.059, 0.074, 0.082, 0.086, 0.069, 0.078, 0.075, 0.077, 0.070, 0.114, 0.099], "lumo_energy_ev": 0.190, "orbital_gap_ev": 6.85, "de_lowest_kj_mol": 0.0, "homo_energy_ev": -6.6554}